# 1
The molecule C5H8N2O2 at a distorted geometry. Source: the OMol25 dataset; level of theory: wB97M-V/def2-TZVPD.

Computed properties:
- SMILES string: Cn1cc(N)c(O)c1O
- Energy relative to the best compared isomer or geometry (same formula, charge and spin): 49.1 kcal/mol
- HOMO energy: -7.6 eV
- Max |F|: 2.63 eV Å⁻¹
- HOMO-LUMO gap: 0.2988 Eh
- E: -12388.808 eV

Atoms and positions in Å:
C1 2.38 -0.78 -0.03
N1 1.04 -0.31 -0.07
C2 -0.02 -1.21 -0.14
C3 -1.19 -0.49 -0.11
N2 -2.49 -1.10 -0.09
C4 -0.84 0.88 -0.06
O1 -1.73 1.97 -0.13
C5 0.50 0.97 -0.03
O2 1.36 2.00 -0.13
H1 3.03 -0.10 -0.58
H2 2.49 -1.80 -0.41
H3 2.78 -0.77 1.05
H4 0.14 -2.26 -0.23
H5 -2.84 -1.16 0.88
H6 -3.16 -0.52 -0.60
H7 -2.39 1.86 0.52
H8 0.94 2.83 0.17

# 2
The molecule C5H8N2O2S at a distorted geometry. Source: the OMol25 dataset; level of theory: wB97M-V/def2-TZVPD.

Computed properties:
- Energy relative to the best compared isomer or geometry (same formula, charge and spin): 159.6 kcal/mol
- HOMO energy: -9.3 eV
- Max |F|: 3.17 eV Å⁻¹
- HOMO-LUMO gap: 0.2984 Eh
- E: -23219.178 eV

Atoms and positions in Å:
C1 -3.53 0.34 0.13
C2 -3.83 -0.12 -1.27
C3 3.03 -0.04 0.41
C4 1.61 -0.52 0.33
C5 0.78 0.55 -0.36
N1 -2.20 0.03 0.42
N2 -1.33 -0.67 -0.42
O1 -4.18 1.01 0.90
O2 -0.38 0.10 -1.09
S1 -2.62 -0.97 -1.81
H1 3.32 0.26 -0.54
H2 3.16 0.83 1.14
H3 3.63 -0.78 0.77
H4 1.26 -0.78 1.31
H5 1.38 -1.44 -0.26
H6 0.51 1.42 0.21
H7 1.32 0.79 -1.32
H8 -1.91 0.01 1.45

# 3
The molecule C5H8N2O2S at a distorted geometry. Source: the OMol25 dataset; level of theory: wB97M-V/def2-TZVPD.

Computed properties:
- Energy relative to the best compared isomer or geometry (same formula, charge and spin): 165.4 kcal/mol
- HOMO energy (spin up / spin down): -9.1 / -9.1 eV
- Max |F|: 5.84 eV Å⁻¹
- HOMO-LUMO gap (spin up / spin down): 0.2903 / 0.2902 Eh
- E: -23218.924 eV

Atoms and positions in Å:
C1 -0.30 -1.04 -3.31
C2 0.64 -2.14 -3.37
C3 -0.61 1.14 2.67
C4 -0.38 0.71 1.19
C5 0.93 0.10 0.91
N1 -0.52 -0.62 -1.90
N2 0.35 -1.08 -0.99
O1 -0.90 -0.56 -4.25
O2 1.18 -0.05 -0.50
S1 1.35 -2.30 -1.97
H1 -0.64 0.42 3.39
H2 0.13 1.96 2.98
H3 -1.51 1.87 2.81
H4 -0.45 1.59 0.56
H5 -1.15 -0.11 0.80
H6 1.80 0.85 1.27
H7 1.19 -0.81 1.28
H8 -1.13 0.08 -1.57

# 4
The molecule C5H8N2O2S at a distorted geometry. Source: the OMol25 dataset; level of theory: wB97M-V/def2-TZVPD.

Computed properties:
- SMILES string: CN1C=CS[C@H](N)OC1=O
- Energy relative to the best compared isomer or geometry (same formula, charge and spin): 77.9 kcal/mol
- HOMO energy: -7.9 eV
- Max |F|: 3.58 eV Å⁻¹
- HOMO-LUMO gap: 0.3181 Eh
- E: -23222.720 eV

Atoms and positions in Å:
C1 -2.58 0.13 -0.16
N1 -1.15 -0.13 -0.23
C2 -0.63 -1.46 -0.14
C3 0.67 -1.85 -0.22
S1 2.27 -1.13 0.11
C4 2.56 0.54 -0.48
N2 2.77 1.58 0.37
O1 0.92 0.62 -1.10
C5 -0.10 0.89 -0.29
O2 -0.15 1.88 0.40
H1 -2.97 -0.73 0.20
H2 -2.85 0.89 0.58
H3 -2.93 0.48 -1.17
H4 -1.35 -2.18 0.07
H5 0.97 -2.97 -0.13
H6 3.11 0.50 -1.44
H7 2.79 2.49 -0.03
H8 2.05 1.47 1.08

# 5
A cluster of 2 separate species, C5H8N2O3 in total at a distorted geometry. Source: the OMol25 dataset; level of theory: wB97M-V/def2-TZVPD.

Computed properties:
- SMILES string: C[C@@]1(c2cnon2)CO1.O
- Energy relative to the best compared isomer or geometry (same formula, charge and spin): 90.7 kcal/mol
- HOMO energy: -10.9 eV
- Max |F|: 2.30 eV Å⁻¹
- HOMO-LUMO gap: 0.4141 Eh
- E: -14433.812 eV

Atoms and positions in Å:
C1 -0.63 0.48 1.74
C2 -0.45 -0.41 0.54
C3 -0.61 0.26 -0.78
C4 -1.11 -0.26 -2.01
N1 -0.85 0.60 -2.95
O1 -0.08 1.55 -2.39
N2 0.01 1.38 -1.06
C5 0.27 -1.75 0.53
O2 -1.14 -1.65 0.60
H1 -0.44 -0.10 2.66
H2 0.08 1.31 1.70
H3 -1.64 0.89 1.76
H4 -1.66 -1.18 -2.20
H5 0.66 -2.13 -0.42
H6 0.73 -2.11 1.46
O3 2.47 1.30 0.50
H7 2.56 0.29 0.50
H8 1.82 1.53 -0.18

# 6
The molecule C5H8N2O3 at a distorted geometry. Source: the OMol25 dataset; level of theory: wB97M-V/def2-TZVPD.

Computed properties:
- SMILES string: C/C(CCN=C=O)=[N+](/[O-])O
- Energy relative to the best compared isomer or geometry (same formula, charge and spin): 105.4 kcal/mol
- HOMO energy: -8.8 eV
- Max |F|: 3.58 eV Å⁻¹
- HOMO-LUMO gap: 0.3466 Eh
- E: -14433.174 eV

Atoms and positions in Å:
C1 -1.33 -0.43 -0.61
C2 -0.22 -0.49 0.44
C3 0.66 0.59 0.79
C4 1.44 1.14 -0.33
N1 2.14 0.09 -0.97
C5 1.82 -1.08 -1.06
O1 1.81 -2.23 -1.35
N2 -0.06 -1.69 0.90
O2 0.74 -2.12 1.74
O3 -0.88 -2.72 0.43
H1 -0.96 -1.20 -1.22
H2 -1.26 0.51 -1.08
H3 -2.28 -0.68 -0.23
H4 1.40 0.47 1.56
H5 -0.06 1.45 0.92
H6 0.65 1.60 -0.93
H7 2.20 1.93 -0.10
H8 -0.58 -3.53 0.91

# 7
A structure of composition C5H8N2O3S at a distorted geometry. Source: the OMol25 dataset; level of theory: wB97M-V/def2-TZVPD.

Computed properties:
- Energy relative to the best compared isomer or geometry (same formula, charge and spin): 109.5 kcal/mol
- HOMO energy (spin up / spin down): -7.8 / -7.8 eV
- Max |F|: 3.73 eV Å⁻¹
- HOMO-LUMO gap (spin up / spin down): 0.2768 / 0.2767 Eh
- E: -25267.922 eV

Atoms and positions in Å:
C1 1.98 0.81 -0.74
C2 1.63 -0.54 -0.73
C3 0.97 1.86 -0.72
C4 -0.53 0.18 -0.28
C5 -0.01 -2.13 -0.32
N1 -0.25 1.45 -0.45
N2 0.33 -0.87 -0.39
O1 -2.49 -0.92 1.22
O2 -2.52 1.48 0.75
O3 -3.01 -0.07 -1.05
S1 -2.29 0.02 0.16
H1 2.96 1.14 -0.58
H2 2.37 -1.33 -0.73
H3 0.97 2.98 -0.70
H4 0.46 -0.47 2.06
H5 -0.88 -2.32 0.35
H6 0.84 -2.73 -0.33
H7 1.24 -0.46 2.08
H8 -1.77 1.91 0.41

# 8
The molecule C5H8N2O3S at a distorted geometry. Source: the OMol25 dataset; level of theory: wB97M-V/def2-TZVPD.

Computed properties:
- SMILES string: [H]/N=C(/C=C)S(=O)(=O)CC(N)=O
- Energy relative to the best compared isomer or geometry (same formula, charge and spin): 72.8 kcal/mol
- HOMO energy: -9.0 eV
- Max |F|: 3.86 eV Å⁻¹
- HOMO-LUMO gap: 0.3281 Eh
- E: -25269.515 eV

Atoms and positions in Å:
H1 -0.70 -2.02 -1.34
N1 -1.38 -1.84 -0.71
C1 -1.54 -0.81 -0.15
C2 -2.23 -0.15 0.85
C3 -3.31 0.61 0.75
S1 -0.05 0.76 -0.25
O1 0.37 1.34 1.00
O2 -0.62 1.66 -1.26
C4 1.50 0.06 -1.13
C5 2.26 -0.71 -0.09
N2 2.96 0.09 0.76
O3 2.15 -1.90 0.07
H2 -1.57 -0.16 1.68
H3 -3.66 1.25 1.53
H4 -3.73 0.58 -0.24
H5 1.17 -0.40 -2.09
H6 1.94 0.93 -1.59
H7 2.89 1.10 0.71
H8 3.54 -0.39 1.49